# 1
This record from the Open Molecules 2025 dataset describes a single C5H8IN molecule. The level of theory is ωB97M-V/def2-TZVPD.

Each line ends with the natural charge from an NBO analysis.
Atoms and positions in Å:
I1 2.98416 -0.50528 1.67142  0.234
N1 1.10875 0.23611 1.09235  -0.761
C1 -1.17642 2.01842 -1.25791  -0.262
C2 0.46011 -1.09198 -0.81917  -0.650
C3 -1.18777 1.16690 -0.38573  0.022
C4 0.10199 -0.70115 0.65103  -0.066
C5 -1.23390 0.09070 0.59135  -0.491
H1 1.43744 0.90601 0.29070  0.382
H2 -1.03893 2.99289 -1.58446  0.232
H3 0.17437 -1.49032 1.35102  0.215
H4 -1.33871 0.48639 1.58238  0.248
H5 0.58786 -0.14186 -1.46451  0.228
H6 -2.00473 -0.53189 0.44447  0.235
H7 -0.33958 -1.83688 -1.32350  0.214
H8 1.46538 -1.59805 -0.83943  0.220

Its lowest unoccupied orbital energy is -0.11 eV. As for the SMILES: C#CC[C@@H](C)NI. The energy relative to the best compared isomer or geometry (same formula, charge and spin) comes out at 225.8 kJ/mol.

=====

# 2
This record from the Open Molecules 2025 dataset describes 4 unconnected molecules or ions with the total composition C16H25F3NO11PS. The level of theory is ωB97M-V/def2-TZVPD.

Each line ends with the natural charge from an NBO analysis.
Atoms and positions in Å:
S1 -1.12885 -1.35770 1.92514  1.789
P1 -2.90890 -0.27721 2.48527  0.391
F1 -1.85431 -2.95026 -0.06822  -0.302
F2 -2.15676 -0.85840 -0.50387  -0.312
F3 -0.15589 -1.67883 -0.46170  -0.302
O1 -0.03812 -0.41359 1.97144  -0.917
O2 0.63986 3.32129 3.94782  -0.499
O3 -3.22357 0.02932 -5.09409  -0.490
O4 2.71486 3.42023 4.73850  -0.498
O5 2.84338 2.87001 -1.05469  -0.575
O6 1.06043 4.50473 5.82051  -0.576
O7 3.73348 0.88491 -1.64864  -0.494
O8 -1.00347 -2.65615 2.53664  -0.915
O9 2.70135 2.12459 -3.17603  -0.493
O10 -1.55968 -1.17670 -5.94648  -0.499
O11 -2.80583 0.11907 -7.30971  -0.562
N1 -4.40570 -0.86188 5.59412  -0.624
C1 3.32773 1.05067 -3.90369  0.064
C2 -2.53540 -2.46824 5.38638  -0.716
C3 -3.65683 -1.59838 4.86267  0.316
C4 1.49168 2.79129 2.92060  -0.102
C5 -3.92687 -1.54151 3.36427  -0.771
C6 -1.35407 -1.73392 0.09659  0.744
C7 3.54860 0.04322 -2.79267  -0.093
C8 3.07182 2.04547 -1.87791  0.971
C9 1.43523 3.81949 4.92523  0.970
C10 -0.98004 -2.65337 -4.10355  -0.627
C11 -1.42749 -1.27386 -4.51863  0.066
C12 -2.81830 -0.88097 -4.06686  -0.096
C13 4.01476 2.46951 2.90260  -0.629
C14 2.73572 2.42271 3.69630  0.067
C15 -2.55690 -0.29912 -6.22883  0.968
C16 2.44624 0.58885 -5.03603  -0.626
H1 -1.10968 -2.78698 -3.02901  0.218
H2 -1.99466 -2.97774 4.59610  0.248
H3 0.07058 -2.81308 -4.34386  0.224
H4 2.61418 1.44729 4.17539  0.180
H5 4.84765 2.06548 3.47725  0.221
H6 2.43648 1.31504 -5.84700  0.235
H7 -0.69938 -0.52151 -4.20133  0.176
H8 -3.50491 -1.73143 -4.05924  0.184
H9 1.01496 1.93989 2.44132  0.218
H10 -2.93241 -3.18596 6.10860  0.239
H11 2.79434 -0.36407 -5.43548  0.223
H12 3.90801 1.88556 1.98799  0.231
H13 2.66650 -0.58151 -2.62667  0.180
H14 -2.29897 0.37391 3.56969  0.028
H15 -4.95163 -1.17325 3.24429  0.271
H16 4.42136 -0.58759 -2.93690  0.207
H17 4.26089 3.49761 2.63734  0.225
H18 -4.14186 -0.94377 6.57725  0.337
H19 -2.83365 -0.38886 -3.09825  0.208
H20 1.41975 0.47567 -4.68602  0.215
H21 -1.81753 -1.83127 5.91622  0.237
H22 4.28545 1.42102 -4.27836  0.186
H23 1.67933 3.56988 2.17782  0.191
H24 -1.55988 -3.41107 -4.63054  0.228
H25 -3.84309 -2.51851 2.88091  0.262

Its lowest unoccupied orbital energy is 0.17 eV. As for the SMILES: [H]/N=C(\C)CPS(=O)(=O)C(F)(F)F.C[C@@H]1COC(=O)O1.C[C@@H]1COC(=O)O1.C[C@@H]1COC(=O)O1. The energy relative to the best compared isomer or geometry (same formula, charge and spin) comes out at 0.0 kJ/mol.

=====

One value per record, in order, for electronic energy: -547.636931; -2546.217458 hartree.
One value per record, in order, for highest occupied orbital energy: -8.78; -10.42 eV.
One value per record, in order, for max |F|: 3.9; 0.9 eV/Å.